# 1
ORCA calculation (ωB97M-V/def2-TZVPD) on a structure of composition C38H30ClN2NiO2S2Sb at a distorted geometry.

Each line ends with the Mulliken charge.
Atoms and positions in Å:
C  -2.9287  0.5091  -0.9719  -1.84
C  0.7974  -0.2436  2.8397  0.29
H  -2.5985  2.5489  -3.6380  0.46
H  -6.1764  0.9043  -1.9484  0.45
Sb  0.4408  -2.1010  -1.6867  1.25
Cl  0.4760  -1.2194  6.6870  -0.24
H  3.9303  -1.3860  3.2769  0.48
H  3.8566  2.1749  -4.1455  0.39
C  1.1070  -0.9714  5.0888  0.40
H  2.8155  -7.3786  -3.2042  0.37
H  0.2904  5.6659  -0.0286  0.39
C  2.9119  -1.1198  3.5261  -0.81
H  -4.3103  -4.0782  -2.0454  0.40
C  1.0622  2.3724  -0.3035  0.54
C  -3.2299  -1.6803  -4.1748  -0.57
H  1.8796  1.7441  -0.6365  0.42
C  0.2881  -0.4224  4.1140  -1.35
C  -4.4645  1.8002  -2.8912  -0.70
C  1.6273  -0.5852  -2.6615  1.45
H  -2.0294  -3.7766  -1.1702  0.43
C  -0.1033  1.8105  0.2041  -0.58
C  1.2318  -5.9794  -3.5545  -0.72
C  2.1021  -0.5898  2.5317  0.32
H  2.1251  4.1665  -0.7784  0.44
O  3.8218  -0.5538  0.8929  -0.74
Ni  -0.2487  -0.1927  0.3864  0.73
N  -2.2923  -0.2133  0.0362  1.47
C  -1.9337  -1.5282  -3.6989  -0.46
H  -1.8416  -1.8914  1.8818  -0.10
H  -1.2364  1.4184  -1.8749  0.21
H  -3.4945  -2.2245  2.2494  0.28
H  -1.7879  4.6683  0.9050  0.43
C  1.3251  -3.9390  -2.2843  0.68
H  -0.7305  -0.1415  4.3480  0.49
C  -1.4998  -2.2745  -2.6114  0.82
O  1.7243  -0.4073  0.1829  -0.03
C  -4.0895  -2.5892  -3.5800  -0.58
C  3.2290  1.3925  -3.7386  -0.80
S  -0.0840  -2.6256  0.5018  -0.80
C  -5.0999  1.0165  -1.9437  -0.48
H  2.9795  -3.7671  -0.9158  0.37
C  3.0029  -0.6554  -2.4970  -0.89
H  3.0428  -1.7411  5.5823  0.43
C  -2.3076  1.3003  -1.9307  0.40
H  4.8696  0.3079  -2.8666  0.42
S  -4.8278  -0.6823  0.3010  -0.34
H  -0.2215  -4.4074  -3.6984  0.42
C  1.2017  3.7543  -0.3882  -0.85
C  -1.1138  2.6557  0.6522  0.55
N  -2.8137  -1.6122  1.8369  -0.36
C  3.8010  0.3417  -3.0314  -0.60
C  1.0479  0.4570  -3.3646  0.23
C  -3.0781  1.9372  -2.8842  -0.99
C  3.0335  -5.6086  -2.0080  -0.76
C  -2.3618  -3.1941  -2.0209  -0.71
H  -3.5673  -1.0754  -5.0071  0.43
H  -5.0990  -2.7050  -3.9538  0.40
C  -3.6495  -3.3560  -2.5084  -0.81
H  -1.2718  -0.8318  -4.1956  0.49
H  -2.0289  2.2562  1.0779  0.29
C  0.1804  4.5905  0.0368  -0.62
H  1.3972  2.2597  -4.4583  0.46
H  3.9448  -5.9463  -1.5315  0.42
C  0.6936  -4.7435  -3.2249  -0.56
C  -0.9772  4.0359  0.5622  -0.73
H  3.4633  -1.4509  -1.9270  0.19
H  0.7303  -6.6026  -4.2840  0.40
C  2.4939  -4.3768  -1.6707  -0.33
C  2.4022  -6.4117  -2.9479  -0.50
C  1.8564  1.4450  -3.9135  -0.85
H  -5.0543  2.3177  -3.6364  0.42
H  0.1617  0.2178  2.0714  0.40
H  -0.0227  0.5189  -3.4958  -0.27
C  -4.3212  0.3750  -0.9938  1.20
C  2.6218  -0.4912  1.1146  0.01
C  -3.1494  -0.8713  0.7709  0.09
C  2.4194  -1.3172  4.8070  -0.61

The calculation puts the orbital gap (spin up / spin down) at 8.151 / 8.150 eV. As for the HOMO energy (spin up / spin down): -0.3090 / -0.3090 Eh. The calculation puts the LUMO energy (spin up / spin down) at -0.26 / -0.26 eV. The net charge is 0.

---

# 2
ORCA calculation (ωB97M-V/def2-TZVPD) on a structure of composition C38H30CrF5N4O6S2.

Each line ends with the Löwdin spin population.
Atoms and positions in Å:
N  2.1339  0.1015  -1.6055  -0.02
C  5.4373  0.0447  2.5355  0.00
F  4.4199  -3.3671  1.9299  0.00
F  6.6221  -1.9977  2.7804  0.00
C  -3.5003  -1.3890  1.5333  0.00
F  4.2928  2.0477  2.2954  0.00
H  -4.9186  -0.3536  4.4438  0.00
C  4.5032  -1.6068  -1.3919  0.00
H  -5.5205  -1.2585  2.2140  0.00
H  -1.8110  3.0154  -1.7774  0.00
C  -2.8086  -0.4536  4.0488  0.00
C  -3.1434  2.2054  0.1559  0.00
C  3.5621  2.1027  -1.4279  0.00
H  -7.1143  1.2366  -2.3622  0.00
C  -5.7300  1.7902  -0.8067  0.00
H  -2.5229  -0.1232  5.0423  0.00
H  6.9064  2.3096  -0.8501  0.00
C  -0.3745  -0.6150  3.5573  0.00
C  -4.1461  -0.5949  3.7223  0.00
H  -0.2910  -0.8289  4.6262  0.00
C  -2.1519  -1.1227  1.8288  0.00
C  -4.4804  -1.0846  2.4724  0.00
C  -1.8045  -0.7247  3.1272  0.00
C  4.8164  2.6582  -1.2036  0.00
H  6.6637  -0.1522  -0.9805  0.00
C  3.4148  0.7114  -1.4617  0.00
C  1.1832  -1.9680  -2.2903  0.01
H  0.0096  0.3841  3.3663  0.00
H  0.2592  -1.3075  3.0062  0.00
H  0.3877  -5.1247  -3.1406  0.00
N  -0.4982  2.0131  -0.4200  0.01
C  3.1362  0.0526  1.7233  0.00
S  -1.4772  2.5422  0.7191  0.01
C  -3.9184  -2.0934  0.2727  0.00
H  -3.8997  4.0073  1.0094  0.00
C  4.3744  -2.0252  2.0233  0.00
O  -1.5218  1.3638  -3.7998  0.01
H  -7.6223  0.7646  -0.7443  0.00
C  4.2828  0.7125  2.1814  0.00
C  5.9367  1.8640  -1.0367  0.00
O  -1.2269  1.7867  1.9169  0.00
H  -4.9550  -1.8553  0.0264  0.00
C  0.4298  -4.2016  -2.5741  0.01
H  1.6797  2.9348  -0.8273  0.00
H  -2.6381  0.3770  -0.8419  0.00
F  2.1733  -2.0702  1.2605  0.00
C  1.1498  -3.1145  -3.0574  0.00
H  3.5919  -2.0097  -0.9493  0.00
C  5.4923  -1.3355  2.4502  0.00
C  -5.4324  2.9025  -0.0242  0.00
C  3.2251  -1.3371  1.6756  0.00
H  2.7007  4.0283  -1.7787  0.00
H  4.5253  -1.9364  -2.4327  0.00
O  -0.6368  0.1116  -2.1776  0.01
C  -4.7080  0.8949  -1.0972  0.00
H  -6.2139  3.6191  0.2049  0.00
O  -1.4334  -3.6163  1.1563  0.01
H  5.3564  -2.0406  -0.8685  0.00
S  1.7007  0.9630  1.3554  -0.01
H  -0.1225  3.0939  -2.2035  0.00
H  -3.2886  -1.8356  -0.5781  0.00
C  2.0760  -0.8003  -2.6193  0.01
C  -4.1454  3.1223  0.4399  0.00
C  -3.4259  1.0853  -0.6053  0.00
C  5.7973  0.4885  -1.1082  0.00
N  -1.1589  -1.3252  0.8153  0.00
H  -0.8140  -4.8911  -0.9204  0.00
N  0.5333  -1.8765  -1.1333  -0.01
O  2.7584  -0.8369  -3.6398  0.01
C  -0.8793  2.4433  -1.7638  0.00
Cr  0.3692  0.1063  -0.4686  2.94
C  -1.0476  1.2361  -2.6840  0.00
C  -0.1799  -2.8856  -0.6833  0.01
C  -0.9795  -2.6264  0.5609  0.00
C  2.3836  2.9907  -1.6596  0.00
C  -7.1253  1.5512  -1.3177  0.00
H  -7.7329  2.4537  -1.2399  0.00
C  4.5571  -0.1052  -1.3156  0.00
O  -1.4643  3.9882  0.8210  0.00
H  -3.8221  -3.1711  0.4182  0.00
H  4.9046  3.7383  -1.1632  0.00
F  6.5222  0.7243  2.9522  0.00
H  1.8619  2.6809  -2.5655  0.00
C  -0.2347  -4.0947  -1.3648  0.00
H  1.7005  -3.1223  -3.9868  0.00
H  -4.9106  0.0311  -1.7198  0.00

The calculation puts the orbital gap (spin up / spin down) at 6.845 / 7.030 eV. As for the HOMO energy (spin up / spin down): -0.0958 / -0.1027 Eh. As for the spin multiplicity: 4. Its expectation value of S² is 3.7895. The calculation puts the LUMO energy (spin up / spin down) at 4.24 / 4.24 eV. The net charge is -2.

---

# 3
ORCA calculation (ωB97M-V/def2-TZVPD) on a structure of composition C38H30F5HgN4O3.

Each line ends with the Löwdin spin population.
Atoms and positions in Å:
C  6.1955  -3.0622  2.4279  0.00
C  1.7718  0.7876  2.1517  0.05
Hg  0.5254  -0.0539  -0.4658  0.00
C  -0.2693  5.3989  -3.7118  0.00
H  -1.3759  -4.7255  -1.1989  0.00
C  5.8589  -2.4584  -0.2722  0.00
C  -0.5558  1.3574  3.1082  0.16
H  -1.7465  3.0541  3.5476  -0.01
C  -0.7689  3.0561  -2.1120  0.00
C  -0.1991  -2.4932  5.5905  0.00
N  1.3648  1.2637  0.8957  0.02
F  1.7941  4.4586  -4.3657  0.00
C  5.6492  -2.1816  -1.6510  0.00
H  -2.6968  -3.1089  1.8454  0.00
C  4.9949  -2.5721  1.9917  0.00
N  2.4957  -1.3934  1.0807  0.00
H  -3.3862  -3.3462  3.4280  0.00
H  0.8967  2.1572  0.9474  0.00
C  1.0786  2.1687  5.2405  0.02
H  2.8315  -0.8272  3.0843  0.00
C  -1.6717  4.1548  -2.2087  0.00
H  -1.7655  -3.6051  -3.6582  0.00
H  6.3168  -3.3119  3.4766  0.00
H  1.9634  -2.1815  1.4178  0.00
C  -2.4995  -3.5558  2.8179  0.00
H  8.2230  -3.6296  1.8903  0.00
C  -0.8694  2.4850  3.8238  0.03
H  -0.5936  -3.7151  1.1952  0.00
C  0.3861  -1.3641  5.0425  0.01
C  -0.6638  -2.7056  0.7725  0.00
C  1.4094  1.0540  4.5477  0.20
C  -1.4351  5.2769  -2.9736  0.00
H  3.7491  0.0423  1.8616  0.00
N  -0.8382  -1.4782  -1.3316  0.00
F  -2.3490  6.2783  -3.0095  0.00
F  -0.0303  6.5012  -4.4690  0.00
H  0.9819  -0.7454  5.6959  0.00
C  -0.8651  -2.6514  -0.6433  0.00
C  7.0859  -2.9519  0.2103  0.00
C  0.6493  0.4978  3.3709  0.04
C  4.7756  -2.2331  0.6224  0.00
C  -1.3298  -2.8697  3.5033  0.00
O  -1.2953  0.8945  2.0984  0.08
H  -2.2432  -5.5545  3.6431  0.00
C  2.7656  -0.3797  2.0834  0.01
H  2.3517  0.5626  4.7685  0.01
C  -0.5655  -1.8388  2.8988  0.00
C  -1.2483  -3.6923  -1.4865  0.00
C  3.5375  -1.7201  0.1563  0.00
H  -3.1553  1.8126  2.2377  0.00
H  -3.2481  -5.4978  2.1946  0.00
H  -1.4968  -5.3369  2.0678  0.00
H  0.0002  -2.7610  6.6206  0.00
C  -2.3642  -5.0711  2.6723  0.00
C  -2.3178  1.7012  1.5397  0.01
H  4.1832  -2.4484  2.6936  0.00
H  -1.9230  2.6821  1.2673  0.00
C  4.4476  -1.7501  -2.0997  0.00
H  -2.6351  1.1962  0.6328  0.00
O  2.1984  -1.2061  -1.7425  0.00
C  -0.0810  2.9079  4.9111  0.31
H  -1.1618  -0.9762  -3.3472  0.00
C  0.6470  4.3607  -3.6524  0.00
H  6.4755  -2.3293  -2.3404  0.00
H  4.2784  -1.5488  -3.1503  0.00
N  -0.5851  -1.6654  1.5171  0.00
C  0.4088  3.2381  -2.8875  0.00
F  -2.8346  4.1004  -1.5099  0.00
C  3.3119  -1.5277  -1.2250  0.00
H  -1.6884  -4.0011  5.2807  0.00
C  -1.1110  -3.1985  4.8335  0.00
C  0.1816  -0.9542  3.7252  0.02
H  7.8922  -3.0986  -0.5024  0.00
C  7.2723  -3.2492  1.5353  0.00
H  -0.3509  3.7958  5.4665  0.02
O  -0.9993  2.0309  -1.4157  0.00
F  1.3389  2.2600  -2.8813  0.00
C  -1.4574  -3.1137  -2.7492  0.00
H  2.3264  1.5991  2.6413  0.00
C  -1.1660  -1.7549  -2.6005  0.00
H  1.7354  2.5146  6.0308  -0.01

The calculation puts the orbital gap (spin up / spin down) at 5.976 / 6.157 eV. As for the HOMO energy (spin up / spin down): -0.0603 / -0.0670 Eh. As for the spin multiplicity: 2. Its expectation value of S² is 0.7822. The calculation puts the LUMO energy (spin up / spin down) at 4.34 / 4.33 eV. The net charge is -2.

---

So what do the calculations give for ΔE to the lowest compared entry with this formula, charge and spin? Going down the list: 0.785, 1.050, 1.785 eV.
So what do the calculations give for energy? Going down the list: -128741.935, -121824.055, -69755.924 eV.